Here is an isolated molecule of C5H10N2S at a distorted geometry from the Open Molecules 2025 dataset. Energies are from ωB97M-V/def2-TZVPD.

```
18
Properties=species:S:1:pos:R:3:forces:R:3:mulliken_charge:R:1
C 1.225703 2.022830 -0.376987 -0.090 0.912 0.003 -1.08
C 1.537241 0.603314 -0.679515 0.082 -0.329 0.030 -0.29
C 1.210122 -0.438877 0.088915 -0.012 -0.306 0.009 0.61
C 1.588880 -1.860477 -0.237252 -1.155 -0.495 0.828 -1.23
N 0.600566 -0.291076 1.355492 0.074 -0.016 -0.286 -0.53
C -0.581080 0.112862 1.525334 -0.108 0.132 0.320 0.03
N -1.589056 0.404675 0.615190 -0.748 0.198 -0.025 -0.24
S -1.808939 -0.373333 -0.887593 -0.052 0.005 0.419 -0.12
H 1.050780 2.188475 0.694093 0.045 -0.068 -0.236 0.31
H 0.328905 2.381229 -0.910146 0.078 -0.151 0.141 0.21
H 2.027908 2.711070 -0.699757 -0.185 -0.396 0.177 0.38
H 2.084484 0.395113 -1.590207 0.048 -0.047 -0.040 0.32
H 2.151846 -1.916790 -1.138112 0.474 -0.015 -0.756 0.37
H 0.670789 -2.502771 -0.352085 0.744 0.651 0.091 0.23
H 2.170099 -2.308483 0.581423 -0.116 0.207 -0.166 0.31
H -0.895343 0.302931 2.554904 -0.068 -0.001 -0.097 0.35
H -2.452762 0.796121 1.018423 0.887 -0.411 -0.362 0.27
H -1.159463 0.493326 -1.674795 0.102 0.129 -0.048 0.12
```
Forces are in eV/Å.

Calculated values
Energy above the lowest of the compared OMol25 structures with the same formula, charge and spin   33.9 kcal/mol
SMILES   C/C=C(C)\N=C/NS
Multiplicity   1
LUMO level   0.660 eV
HOMO level   -8.1128 eV

---

Here is an isolated molecule of C17H18ClN3O3S at a distorted geometry from the Open Molecules 2025 dataset. Energies are from ωB97M-V/def2-TZVPD.

```
43
Properties=species:S:1:pos:R:3:forces:R:3:mulliken_charge:R:1
O -0.841455 -2.452957 -0.485549 0.148 -0.133 0.127 -0.67
C -1.258294 -1.661833 -1.302045 -0.122 0.115 -0.184 0.44
N -1.966271 -2.008337 -2.420014 -0.029 0.406 -0.088 -0.15
C -2.358912 -3.270430 -2.842235 -0.166 -0.579 -0.085 0.24
C -2.106569 -4.446352 -2.133919 0.042 0.079 0.044 -0.26
C -2.561344 -5.634787 -2.670505 -0.178 0.154 -0.342 -0.62
C -3.245018 -5.608043 -3.880840 0.145 0.174 0.213 0.46
Cl -3.832859 -7.066226 -4.590257 -0.072 -0.121 -0.099 -0.21
C -3.447352 -4.387505 -4.509946 -0.033 -0.388 0.023 -0.47
N -3.014318 -3.252094 -4.000042 0.169 0.444 0.198 -0.56
C -1.030158 -0.190459 -1.169568 0.043 0.333 0.146 0.35
C -1.982053 0.756563 -1.539018 0.155 -0.197 0.037 -0.64
C -1.734971 2.107494 -1.353595 0.122 0.127 0.037 -0.90
C -0.537131 2.524645 -0.796787 -0.139 0.104 -0.080 -0.58
C 0.400704 1.580484 -0.423893 0.456 -0.037 0.200 -0.26
S 1.922796 2.147690 0.339951 -0.611 0.024 -0.009 1.45
O 2.310845 3.380510 -0.279998 -0.156 0.175 0.101 -0.77
O 2.861792 1.061141 0.340868 -0.239 -0.142 0.096 -0.68
N 1.331165 2.508745 1.863569 0.241 -0.057 -0.991 0.09
C 1.153689 1.355530 2.722732 0.057 -0.634 0.163 -0.78
C 2.457282 0.923985 3.394377 -0.130 0.102 0.144 -0.52
C 3.074302 2.106025 4.138470 0.157 -0.081 -0.204 -0.77
C 3.277093 3.269855 3.170743 -0.248 0.037 0.203 -0.41
C 1.943541 3.643169 2.526112 0.516 0.536 -0.078 -1.00
C 0.167395 0.233278 -0.597451 0.044 -0.175 -0.051 0.12
H -2.221641 -1.283348 -3.078265 0.105 -0.099 0.116 0.31
H -1.570697 -4.415842 -1.200665 0.011 0.003 0.012 0.48
H -2.390500 -6.570358 -2.161326 0.008 -0.082 0.032 0.43
H -3.973210 -4.317218 -5.451413 -0.064 -0.133 -0.085 0.39
H -2.932969 0.443969 -1.946442 -0.081 -0.028 -0.039 0.49
H -2.480218 2.833440 -1.641004 -0.045 0.067 -0.011 0.42
H -0.309373 3.567766 -0.648811 -0.071 0.174 -0.011 0.48
H 0.751681 0.549764 2.106334 -0.132 -0.092 0.189 0.25
H 0.406481 1.622755 3.478542 -0.008 -0.037 -0.098 0.44
H 3.144535 0.577858 2.621554 -0.001 -0.080 0.085 0.30
H 2.256820 0.098949 4.079679 -0.004 -0.050 -0.023 0.40
H 4.028288 1.813034 4.579917 -0.036 0.015 0.082 0.37
H 2.408667 2.418413 4.948119 0.013 0.018 0.094 0.30
H 3.971162 2.973342 2.381626 0.105 0.060 -0.004 0.29
H 3.689576 4.136393 3.690015 0.049 0.030 -0.051 0.37
H 2.081432 4.411027 1.764726 -0.052 0.125 0.224 0.44
H 1.238830 4.005972 3.282132 -0.006 -0.032 -0.073 0.40
H 0.917235 -0.486007 -0.305878 0.037 -0.124 0.039 0.55
```
Forces are in eV/Å.

Calculated values
Energy above the lowest of the compared OMol25 structures with the same formula, charge and spin   11.7 kcal/mol
SMILES   O=C(Nc1ccc(Cl)cn1)c1cccc(S(=O)(=O)N2CCCCC2)c1
Multiplicity   1
LUMO level   0.043 eV
HOMO level   -8.9325 eV

---

Here is a structure of composition C30H29FeN4O7P at a distorted geometry from the Open Molecules 2025 dataset. Energies are from ωB97M-V/def2-TZVPD.

```
72
Properties=species:S:1:pos:R:3:forces:R:3:mulliken_charge:R:1
Fe 0.004442 -0.067678 0.225891 -0.626 0.434 0.526 0.99
O 1.246254 1.397132 0.227713 -0.179 0.758 -0.115 0.52
C 1.386249 2.288723 1.173222 0.068 -0.318 -0.073 0.16
C 1.850400 3.579116 0.843725 0.033 0.076 0.040 -0.89
C 2.067535 4.537075 1.812200 -0.002 -0.046 -0.033 -0.57
C 1.840120 4.256143 3.161061 -0.005 0.007 -0.006 -0.88
C 1.389152 2.999500 3.504786 -0.003 0.002 0.067 -0.69
C 1.145437 2.010673 2.544399 -0.027 -0.157 0.108 1.08
C 0.606114 0.738544 3.004061 0.032 0.424 0.138 -1.06
N 0.120981 -0.145753 2.227252 0.433 -0.800 -0.580 1.38
N -0.520093 -1.234873 2.815191 0.020 0.231 -0.155 -1.20
C -1.080193 -1.947742 1.867240 0.053 -0.283 -0.051 0.48
O -0.979415 -1.731732 0.604850 -0.413 0.143 -0.090 -0.73
C -1.901417 -3.120338 2.285645 -0.011 0.036 0.003 0.19
C -2.377050 -3.244128 3.588239 0.050 -0.033 0.031 -0.48
C -3.163812 -4.329863 3.942200 0.011 -0.003 -0.022 -0.79
C -3.479574 -5.300642 2.999174 0.018 0.021 0.004 -0.36
C -3.003950 -5.181810 1.700323 0.019 0.015 0.021 -0.72
C -2.222394 -4.092031 1.344720 -0.034 -0.066 -0.020 -0.19
H 2.044074 3.785529 -0.202972 -0.001 0.005 0.022 0.38
H 2.425109 5.518384 1.522643 -0.004 -0.013 -0.014 0.43
H 2.014005 5.009018 3.917729 0.001 -0.018 0.004 0.39
H 1.205065 2.756650 4.547051 0.009 0.017 -0.021 0.38
H 0.535449 0.562780 4.078148 -0.067 0.059 -0.007 0.27
H -2.114573 -2.485531 4.314109 -0.016 -0.020 -0.014 0.44
H -3.530632 -4.421680 4.956881 -0.002 0.007 -0.013 0.39
H -4.094599 -6.147966 3.276257 0.014 0.014 0.002 0.39
H -3.241759 -5.940189 0.964594 -0.002 0.019 0.007 0.40
H -1.849330 -3.982431 0.335058 -0.037 0.004 0.026 0.26
O 2.388537 -0.563044 -6.982021 -0.033 -0.035 0.010 -0.50
C 1.953046 0.651778 -6.586887 -0.040 -0.029 0.118 0.55
O 2.175115 1.616122 -7.259578 -0.006 0.060 -0.032 -0.55
C 1.208790 0.720144 -5.282657 0.066 -0.025 -0.119 0.92
C 1.090302 1.967394 -4.682321 -0.001 0.109 0.069 -1.22
C 0.440211 2.106685 -3.468174 0.151 0.189 -0.008 -0.17
C -0.111601 0.994277 -2.845402 -0.265 -0.037 0.094 -0.04
C -0.003697 -0.250216 -3.444744 -0.115 -0.159 -0.043 -0.13
C 0.648124 -0.387249 -4.657925 -0.072 -0.076 0.053 -1.01
N -0.771158 1.060765 -1.585622 1.020 -1.044 -0.204 -0.12
C -1.441550 2.082337 -1.294825 -0.600 0.606 0.248 -0.24
C -2.090470 2.202980 0.026354 0.137 0.032 -0.528 0.26
C -2.898984 3.283351 0.312583 -0.211 0.213 0.080 -0.83
C -3.538172 3.322375 1.545099 0.021 0.062 -0.109 -0.42
C -3.349468 2.269450 2.417057 0.032 -0.138 0.024 -0.97
C -2.504133 1.227815 2.043396 0.023 0.007 0.102 -0.15
N -1.873422 1.203522 0.876887 0.487 -0.263 -0.011 0.30
H 2.215079 -1.227623 -6.305031 0.033 0.022 -0.003 0.30
H 1.531327 2.821488 -5.179076 -0.005 -0.006 0.024 0.42
H 0.410134 3.074040 -2.981117 -0.002 -0.024 -0.016 0.41
H -0.451861 -1.102150 -2.951602 0.038 0.006 -0.038 0.46
H 0.684419 -1.372562 -5.109026 0.006 0.001 0.015 0.30
H -1.596467 2.888820 -2.015644 -0.035 0.000 0.076 0.56
H -3.026648 4.071671 -0.418793 0.003 -0.006 0.046 0.44
H -4.173990 4.156110 1.812350 0.007 -0.007 -0.016 0.44
H -3.835599 2.244746 3.382911 0.012 -0.011 -0.024 0.45
H -2.314462 0.392954 2.709695 0.019 0.041 -0.013 0.40
C 0.284015 -3.319990 -1.667510 0.015 -0.066 0.008 -0.74
O 1.469623 -2.516378 -1.734711 -0.203 0.080 -0.143 -0.40
P 1.713708 -1.409187 -0.597032 0.030 0.214 0.711 1.05
O 2.278184 -2.376974 0.548327 -0.002 -0.143 0.024 -0.49
C 2.734465 -1.839561 1.796943 0.043 0.009 -0.015 -0.74
O 3.089678 -0.769394 -1.092549 0.026 -0.022 -0.060 -0.43
C 3.168637 0.394886 -1.920007 -0.024 -0.002 -0.051 -0.24
H 0.132986 -3.750551 -2.654956 0.041 -0.013 -0.026 0.35
H -0.585264 -2.730765 -1.372528 0.042 -0.009 -0.021 0.24
H 0.421242 -4.118456 -0.937532 0.010 0.000 -0.007 0.32
H 3.614235 -2.409528 2.085093 0.029 -0.006 -0.013 0.36
H 1.958427 -1.951660 2.550506 -0.020 -0.022 -0.004 0.21
H 3.006491 -0.787087 1.703509 -0.006 0.009 -0.016 0.21
H 4.135201 0.852857 -1.725712 0.034 -0.022 -0.004 0.35
H 2.385153 1.103328 -1.668455 -0.012 0.011 0.043 -0.10
H 3.108226 0.107595 -2.970662 -0.005 -0.021 -0.007 0.22
```
Forces are in eV/Å.

Calculated values
Energy above the lowest of the compared OMol25 structures with the same formula, charge and spin   5.3 kcal/mol
Multiplicity   1
LUMO level (alpha / beta)   -1.000 / -0.986 eV
HOMO level (alpha / beta)   -7.3177 / -7.2701 eV

---

- Among the records above, which one has the highest energy above the lowest of the compared OMol25 structures with the same formula, charge and spin?
  C5H10N2S